8
Properties=species:S:1:pos:R:3 method="wB97M-V/def2-TZVPD" total_energy_ev=-29216.2501 de_lowest_kcal_mol=147.63 e_homo_ev="-8.5 / -8.4" mol_weight_g_mol=120.97 orbital_gap_ev="6.93 / 7.16"
C -1.8080 0.8740 0.8065
C -1.4131 -0.0147 0.0795
C -0.9566 -0.9712 -0.7020
C 1.9050 -0.5528 -0.5652
Cl 2.9676 -1.2973 0.4065
Cl 1.5780 1.0828 -0.0496
H -2.3194 1.8365 1.0512
H 0.0464 -0.9574 -1.0268